[1]
The following is a DFT calculation (ωB97M-V with the def2-TZVPD basis set) of 3 unconnected molecules or ions with the total composition C2H12N2O2 at a distorted geometry.

Output
Structure (SMILES): NCCN.O.O
Kohn-Sham gap: 10.52 eV
E_HOMO: -9.6997 eV
ΔE to the lowest compared entry with this formula, charge and spin: 140.6 kJ/mol

Geometry as XYZ:
```
18
Properties=species:S:1:pos:R:3:forces:R:3:mulliken_charge:R:1
O 1.423 3.460 -1.198 -1.4 0.1 3.1 -0.628
O 1.416 0.933 -0.329 -0.5 -2.7 -2.1 -0.797
N 0.103 -0.429 1.963 -2.3 -0.4 1.5 -0.527
N -1.062 -1.245 -1.499 -1.4 -0.6 2.6 -0.563
C -0.379 -1.440 0.993 2.4 0.0 -1.1 -0.622
C -1.333 -0.755 -0.050 -0.7 -0.2 -0.8 -0.372
H -0.667 -2.382 1.504 -0.6 0.7 -0.5 0.361
H 1.228 2.531 -0.994 0.0 0.2 0.2 0.421
H -1.230 0.367 0.113 0.0 -1.4 -0.4 0.255
H 1.070 -0.281 2.039 1.4 -0.3 -0.2 0.216
H -0.368 -0.794 -2.025 1.3 1.0 -0.2 0.198
H -2.414 -0.987 0.198 1.2 0.1 -0.5 0.350
H 0.861 0.099 -0.419 1.1 1.5 -0.1 0.311
H 1.736 3.391 -2.042 1.4 0.1 -3.5 0.293
H 0.542 -1.794 0.396 -1.2 0.5 0.7 0.348
H 1.167 1.195 0.521 -0.6 0.9 2.3 0.339
H -1.868 -1.258 -2.104 -0.4 0.1 0.4 0.216
H -0.228 -0.612 2.931 0.2 0.2 -1.2 0.202
```
Positions in Å, forces in eV/Å.



[2]
The following is a DFT calculation (ωB97M-V with the def2-TZVPD basis set) of 4 unconnected molecules or ions with the total composition C2H12N2O3 at a distorted geometry.

Output
Structure (SMILES): C/N=C\N.O.O.O
Kohn-Sham gap: 9.88 eV
E_HOMO: -9.2023 eV
ΔE to the lowest compared entry with this formula, charge and spin: 146.1 kJ/mol

Geometry as XYZ:
```
19
Properties=species:S:1:pos:R:3:forces:R:3:mulliken_charge:R:1
O 2.833 -0.143 -0.790 0.1 0.2 0.0 -0.624
O -0.752 -3.025 4.230 0.2 0.7 0.7 -0.635
O 3.864 -5.014 2.346 0.3 0.2 -0.9 -0.639
N -2.283 3.620 -2.400 -0.5 -0.5 -0.2 -0.492
N -2.483 1.288 -1.771 0.5 0.7 -0.6 -0.425
C -1.146 1.334 -1.225 0.3 -1.9 1.8 -0.742
C -2.898 2.348 -2.319 0.0 0.8 0.0 0.154
H -1.239 1.044 -0.156 -0.2 1.0 0.0 0.280
H -2.806 4.211 -3.024 0.1 0.2 0.0 0.255
H 3.750 0.040 -1.009 0.1 -0.2 0.0 0.318
H 3.520 -5.240 3.206 0.4 0.1 0.4 0.318
H -0.594 0.402 -1.427 0.0 0.4 -1.1 0.292
H 2.430 0.729 -0.815 -0.2 0.0 0.0 0.308
H -0.729 -3.174 5.184 -0.1 -0.6 -0.1 0.317
H 4.756 -4.630 2.392 -0.7 -0.3 0.5 0.321
H -0.493 2.213 -1.311 -0.4 -0.1 -0.2 0.210
H -1.301 3.676 -2.608 0.2 -0.2 0.2 0.193
H -3.899 2.401 -2.747 0.0 -0.4 0.2 0.275
H -0.530 -2.081 4.243 -0.1 -0.2 -0.6 0.318
```
Positions in Å, forces in eV/Å.



[3]
The following is a DFT calculation (ωB97M-V with the def2-TZVPD basis set) of 4 unconnected molecules or ions with the total composition C2H12N2O3 at a distorted geometry.

Output
Structure (SMILES): [H]/N=C/NC.O.O.O
Kohn-Sham gap: 9.98 eV
E_HOMO: -9.3482 eV
ΔE to the lowest compared entry with this formula, charge and spin: 69.9 kJ/mol

Geometry as XYZ:
```
19
Properties=species:S:1:pos:R:3:forces:R:3:mulliken_charge:R:1
O 1.473 -1.881 -0.643 0.0 -0.1 -0.3 -0.680
O -0.387 -0.295 -2.302 -0.6 0.4 0.3 -0.617
O 0.261 2.609 -1.407 0.2 0.1 0.2 -0.632
N -0.137 -0.437 1.352 0.0 0.8 0.8 -0.274
N 1.215 1.396 1.732 -0.2 0.1 -0.7 -0.686
C 0.072 0.944 1.419 0.2 -0.9 -0.9 -0.216
C -1.482 -0.932 1.136 -0.3 -1.1 0.1 -1.031
H -0.802 1.488 1.050 0.3 0.3 -0.2 0.437
H -1.769 -0.883 0.084 0.1 0.4 0.0 0.281
H 0.501 1.688 -1.247 -0.1 -0.1 -0.1 0.363
H 0.053 -1.070 -1.936 0.5 -0.1 -0.2 0.333
H 0.460 -0.904 2.024 -0.3 -0.2 0.0 0.375
H 0.013 -0.048 -3.137 0.2 -0.4 0.0 0.277
H 1.096 -1.434 0.133 0.1 0.0 0.0 0.431
H -2.269 -0.495 1.755 0.2 0.3 0.0 0.369
H 0.034 2.642 -2.339 -0.1 0.0 0.0 0.287
H 1.859 -2.721 -0.372 -0.1 0.2 0.1 0.300
H 1.302 2.332 1.336 -0.1 0.3 0.8 0.324
H -1.491 -2.002 1.360 0.1 0.1 0.1 0.358
```
Positions in Å, forces in eV/Å.



[4]
The following is a DFT calculation (ωB97M-V with the def2-TZVPD basis set) of 4 unconnected molecules or ions with the total composition C2H12N2O3 at a distorted geometry.

Output
Charge: +1
Multiplicity: 2
Kohn-Sham gap (spin up / spin down): 11.01 / 7.01 eV
E_HOMO (spin up / spin down): -15.3804 / -15.3726 eV
ΔE to the lowest compared entry with this formula, charge and spin: 126.5 kJ/mol

Geometry as XYZ:
```
19
Properties=species:S:1:pos:R:3:forces:R:3:lowdin_spin:R:1
O 0.519 -1.409 2.396 0.1 0.2 -0.6 0.001
O -2.282 -0.218 0.289 0.3 -0.4 0.4 0.002
O -1.206 -0.074 -2.299 -0.2 -0.3 0.1 0.001
N 0.548 1.023 -0.141 -0.3 -0.5 1.6 0.363
N 1.171 -0.959 -1.148 -0.1 0.1 0.3 0.531
C 0.726 1.940 0.997 1.0 0.5 -0.4 0.042
C 1.424 0.044 -0.332 -0.2 -0.7 0.6 0.002
H -0.440 0.940 -0.433 0.5 -0.2 -0.7 0.005
H -0.141 2.589 1.025 0.2 0.1 0.2 0.000
H 0.948 -0.574 2.608 0.0 -0.1 0.4 0.000
H 0.963 1.519 1.988 -0.7 -0.6 -0.5 0.018
H -0.215 -1.151 1.821 -0.2 -0.1 0.2 0.000
H -2.123 -0.328 -0.662 -0.3 -0.1 -0.1 0.000
H -1.815 -0.423 -2.961 -0.1 0.3 -0.1 0.000
H 2.265 0.007 0.370 0.1 0.4 -0.4 0.002
H -2.742 -1.020 0.598 0.2 0.5 -0.2 0.000
H 1.706 -1.793 -0.869 0.1 0.3 -0.2 0.014
H -0.572 -0.791 -2.152 0.2 0.1 -0.2 0.001
H 1.667 2.469 0.804 -0.3 0.5 -0.2 0.018
```
Positions in Å, forces in eV/Å.



> Among the records above, which one has the highest ΔE to the lowest compared entry with this formula, charge and spin?

number 2